(1)
Here is a cluster of 2 separate species, C4H6Cl3F in total in a non-equilibrium geometry from the OMol25 dataset. Energies are from ωB97M-V with the def2-TZVPD basis set.

The value obtained for the energy above the lowest of the compared OMol25 structures with the same formula, charge and spin is 41.3 kcal per mole. The value obtained for the HOMO energy is -9.16 eV. The calculation puts the largest force on an atom at 3.9 eV/A. The value obtained for the HOMO-LUMO gap is 8.15 eV.

Geometry as ORCA input:
```
! RIJCOSX wB97M-V def2-TZVPD def2/J DEFGRID3
* xyz 0 1
Cl 0.582 2.524 1.234
Cl 1.098 -2.773 0.785
Cl 3.101 -0.938 0.034
F -1.169 0.010 1.489
C -0.530 0.267 0.301
C 1.871 -1.226 1.015
C -0.989 -0.746 -0.787
C -0.308 1.730 -0.099
H 0.536 0.042 0.410
H -0.846 -0.425 -1.806
H -1.296 2.154 -0.292
H 0.354 1.827 -0.945
H -2.031 -0.922 -0.729
H -0.372 -1.524 -0.610
*
```

Results of the natural (NBO) charge analysis, in e, for atoms 1 through 8:
1. Cl -0.05
2. Cl 0.02
3. Cl 0.15
4. F -0.34
5. C 0.20
6. C -0.18
7. C -0.64
8. C -0.40

***

(2)
Here is a structure of composition C16H31NP2Sn in a non-equilibrium geometry from the OMol25 dataset. Energies are from ωB97M-V with the def2-TZVPD basis set.

The value obtained for the energy above the lowest of the compared OMol25 structures with the same formula, charge and spin is 69.8 kcal per mole. The value obtained for the HOMO energy (spin up / spin down) is -14.58 / -14.59 eV. The calculation puts the largest force on an atom at 4.6 eV/A. The value obtained for the HOMO-LUMO gap (spin up / spin down) is 5.10 / 5.29 eV.

Geometry as ORCA input:
```
! RIJCOSX wB97M-V def2-TZVPD def2/J DEFGRID3
* xyz 2 1
Sn 2.275 -0.537 -4.079
P 4.358 1.757 -2.075
P 4.234 -1.714 -1.645
N 0.181 -2.813 -2.441
C 2.276 0.889 -0.074
C 2.631 -0.382 0.785
C 3.854 2.450 -3.681
C 5.207 -0.309 1.284
C 4.021 2.321 1.147
C 5.111 0.474 2.538
C 3.194 2.086 0.080
C 0.896 -2.090 -3.022
C 5.753 -2.543 -0.893
C 5.757 0.549 -2.225
C 5.343 -0.791 -2.831
C 4.050 1.627 2.454
C 4.078 -0.916 0.882
C 3.640 -3.347 -2.261
C 5.505 3.118 -1.543
C 0.626 0.860 -4.106
H 2.159 0.620 -1.139
H 1.239 1.190 0.202
H 2.714 -3.534 -1.703
H 4.675 3.066 -4.098
H 4.750 -0.217 3.327
H 6.188 -0.498 0.830
H 6.279 -3.011 -1.740
H 6.260 3.294 -2.326
H 0.960 1.866 -3.834
H 4.757 3.126 1.124
H 4.404 -4.099 -2.011
H 6.085 0.879 2.874
H 2.004 -1.200 0.359
H 6.030 2.862 -0.614
H 2.964 3.089 -3.508
H 4.829 -0.682 -3.800
H 4.962 4.055 -1.367
H -0.116 0.469 -3.399
H 4.049 -2.030 0.823
H 6.229 -1.421 -2.957
H 2.279 -0.202 1.816
H 3.417 -3.282 -3.340
H 3.074 1.242 2.785
H 6.495 -1.924 -0.371
H 6.531 1.027 -2.840
H 5.484 -3.364 -0.217
H 0.283 0.794 -5.155
H 2.860 2.991 -0.465
H 6.154 0.412 -1.200
H 3.585 1.649 -4.408
H 4.387 2.355 3.216
*
```

Results of the natural (NBO) charge analysis, in e, for atoms 1 through 8:
1. Sn 1.11
2. P 1.21
3. P 0.95
4. N -0.35
5. C -0.44
6. C -0.49
7. C -0.97
8. C -0.05

***

(3)
Here is a cluster of 2 separate species, CH4O3 in total in a non-equilibrium geometry from the OMol25 dataset. Energies are from ωB97M-V with the def2-TZVPD basis set.

The value obtained for the energy above the lowest of the compared OMol25 structures with the same formula, charge and spin is 10.4 kcal per mole. The value obtained for the HOMO energy is -10.93 eV. The SMILES is O=CO.O. The calculation puts the largest force on an atom at 2.9 eV/A. The value obtained for the HOMO-LUMO gap is 11.61 eV.

Geometry as ORCA input:
```
! RIJCOSX wB97M-V def2-TZVPD def2/J DEFGRID3
* xyz 0 1
O -0.030 -0.483 -1.712
O 0.066 1.269 -0.289
O 0.705 -0.800 1.744
C -0.538 0.403 -1.080
H 0.589 -1.625 1.253
H -0.166 -0.408 1.609
H -1.630 0.611 -1.361
H 1.004 1.032 -0.165
*
```

Atom-resolved charges from natural (NBO), all expressed in e:
1. O -0.59
2. O -0.68
3. O -0.93
4. C 0.63
5. H 0.47
6. H 0.46
7. H 0.12
8. H 0.51

***

(4)
Here is an isolated molecule of C5H8O2 in a non-equilibrium geometry from the OMol25 dataset. Energies are from ωB97M-V with the def2-TZVPD basis set.

The value obtained for the energy above the lowest of the compared OMol25 structures with the same formula, charge and spin is 12.4 kcal per mole. The value obtained for the HOMO energy is -9.91 eV. The SMILES is C=CCCC(=O)O. The calculation puts the largest force on an atom at 1.6 eV/A. The value obtained for the HOMO-LUMO gap is 10.67 eV.

Geometry as ORCA input:
```
! RIJCOSX wB97M-V def2-TZVPD def2/J DEFGRID3
* xyz 0 1
O -2.344 -1.504 -1.235
O -1.032 -2.552 0.228
C 1.062 1.359 0.717
C -0.446 -0.307 -0.450
C -1.380 -1.489 -0.512
C 1.543 1.798 -0.425
C 0.167 0.132 0.849
H -1.736 -3.213 0.103
H 1.140 1.937 1.632
H -0.603 0.449 1.559
H 0.284 -0.537 -1.238
H 1.605 1.235 -1.346
H -1.024 0.503 -0.867
H 2.009 2.783 -0.433
H 0.754 -0.595 1.419
*
```

Results of the natural (NBO) charge analysis, in e, for atoms 1 through 8:
1. O -0.60
2. O -0.68
3. C -0.15
4. C -0.52
5. C 0.80
6. C -0.42
7. C -0.45
8. H 0.50

***

(5)
Here is a structure of composition C4H9NO3 in a non-equilibrium geometry from the OMol25 dataset. Energies are from ωB97M-V with the def2-TZVPD basis set.

The value obtained for the energy above the lowest of the compared OMol25 structures with the same formula, charge and spin is 58.0 kcal per mole. The value obtained for the HOMO energy is -9.59 eV. The calculation puts the largest force on an atom at 1.4 eV/A. The value obtained for the HOMO-LUMO gap is 10.28 eV.

Geometry as ORCA input:
```
! RIJCOSX wB97M-V def2-TZVPD def2/J DEFGRID3
* xyz 0 1
O -2.569 0.968 0.031
O -1.393 -1.094 -0.938
O -1.775 -0.828 1.249
N -0.384 0.868 0.536
C -1.537 0.168 0.390
C 2.804 0.178 -0.768
C 0.881 0.183 0.820
C 1.594 -0.247 -0.431
H 1.500 0.863 1.410
H 0.635 -0.678 1.442
H -1.935 -0.903 -1.711
H 1.022 -0.914 -1.067
H -0.307 1.654 -0.097
H -1.813 -1.562 0.512
H 3.280 -0.135 -1.688
H 3.370 0.854 -0.137
H -3.372 0.627 0.446
*
```

Results of the natural (NBO) charge analysis, in e, for atoms 1 through 8:
1. O -0.69
2. O -1.01
3. O -0.75
4. N -0.61
5. C 0.94
6. C -0.39
7. C -0.26
8. C -0.20

***

(6)
Here is a cluster of 4 separate species, C20H46IN8O3 in total from the OMol25 dataset. Energies are from ωB97M-V with the def2-TZVPD basis set.

The value obtained for the HOMO energy is -10.97 eV. The calculation puts the largest force on an atom at 0.9 eV/A. The value obtained for the HOMO-LUMO gap is 6.42 eV.

Geometry as ORCA input:
```
! RIJCOSX wB97M-V def2-TZVPD def2/J DEFGRID3
* xyz 1 1
I 1.626 -0.517 -1.983
O -0.202 1.490 -6.681
O -2.933 -2.118 3.413
O -3.696 3.999 2.659
N 3.890 0.690 -0.179
N 1.711 -0.478 -5.813
N -1.877 2.036 3.727
N 1.417 1.563 2.391
N 7.915 -0.052 0.955
N -5.140 -3.650 4.512
N 3.050 -0.163 1.993
N 1.978 -0.570 0.037
C -3.828 -5.188 3.158
C -3.056 1.620 2.958
C -4.150 2.695 2.961
C 3.526 2.118 -0.422
C -0.291 1.705 -8.081
C -0.639 0.226 -6.232
C 5.253 0.453 0.231
C -3.565 4.297 1.282
C 0.407 -0.891 -6.347
C 0.604 -1.420 -7.763
C -3.911 -2.695 2.564
C 5.915 1.232 1.172
C -4.650 -3.903 3.155
C -2.613 1.194 1.562
C 5.958 -0.591 -0.349
C 7.233 0.956 1.502
C 7.278 -0.783 0.053
C 2.983 0.004 0.611
C -1.680 -2.769 3.416
C 2.722 1.049 2.759
H 4.439 2.668 -0.600
H 2.752 0.785 3.812
H 0.043 -1.724 -5.736
H -4.478 -6.047 3.317
H -3.477 0.736 3.445
H -3.308 -5.330 2.208
H 3.010 2.582 0.415
H 5.507 -1.214 -1.103
H -5.521 -4.075 2.517
H -1.957 1.929 1.093
H -0.870 0.364 -5.170
H 0.878 0.925 1.828
H -4.358 -3.326 5.074
H -4.556 2.758 3.974
H -4.644 -1.902 2.390
H 1.134 -2.371 -7.738
H -2.577 4.023 0.903
H 1.966 0.395 -6.267
H 0.881 1.827 3.204
H 0.612 1.371 -8.596
H -1.438 -3.179 2.430
H -0.393 2.777 -8.241
H -0.354 -1.580 -8.260
H -1.575 -0.058 -6.728
H 7.742 1.573 2.225
H -1.601 2.952 3.379
H -1.163 1.203 -8.508
H 3.462 1.838 2.617
H -3.471 1.038 0.907
H -3.088 -5.195 3.959
H 3.942 -0.553 2.277
H 2.886 2.188 -1.294
H -0.927 -2.026 3.686
H 1.197 -0.739 -8.373
H -4.336 3.797 0.688
H -1.641 -3.567 4.160
H -3.683 5.374 1.167
H -3.467 -2.940 1.589
H 5.411 2.058 1.650
H 7.837 -1.585 -0.407
H -4.980 2.416 2.300
H -2.150 2.213 4.689
H 1.604 -0.221 -4.835
H 1.322 -1.082 0.615
H -5.786 -2.867 4.501
H -2.062 0.252 1.620
*
```

Results of the Mulliken charge analysis, in e, for atoms 1 through 8:
1. I 0.42
2. O -0.39
3. O -0.32
4. O -0.40
5. N 0.34
6. N -0.61
7. N -0.58
8. N -0.38

***

(7)
Here is a cluster of 2 separate species, C4H11N2O in total in a non-equilibrium geometry from the OMol25 dataset. Energies are from ωB97M-V with the def2-TZVPD basis set.

The value obtained for the energy above the lowest of the compared OMol25 structures with the same formula, charge and spin is 156.6 kcal per mole. The value obtained for the HOMO energy is -13.07 eV. The calculation puts the largest force on an atom at 7.1 eV/A. The value obtained for the HOMO-LUMO gap is 3.76 eV.

Geometry as ORCA input:
```
! RIJCOSX wB97M-V def2-TZVPD def2/J DEFGRID3
* xyz 1 1
O 0.390 -0.278 -0.389
N -0.107 1.715 0.580
N -0.539 -2.501 -2.642
C 1.097 1.307 1.332
C 0.985 -0.047 2.063
C -1.730 0.581 -0.821
C -0.498 0.571 -0.296
H 0.214 -3.171 -2.615
H 1.884 -0.719 1.703
H -0.498 -1.845 -3.547
H -0.396 -1.830 -1.922
H -2.131 -0.357 -1.233
H -0.872 2.170 1.038
H 1.894 1.232 0.558
H -2.275 1.573 -0.815
H 1.347 2.173 2.066
H 0.128 -0.637 1.785
H 1.106 0.064 3.154
*
```

Results of the natural (NBO) charge analysis, in e, for atoms 1 through 8:
1. O -0.42
2. N -0.39
3. N -1.08
4. C -0.26
5. C -0.63
6. C 0.13
7. C 0.38
8. H 0.38

***

(8)
Here is a structure of composition C52H45F3GeN3NiSb in a non-equilibrium geometry from the OMol25 dataset. Energies are from ωB97M-V with the def2-TZVPD basis set.

The value obtained for the energy above the lowest of the compared OMol25 structures with the same formula, charge and spin is 21.2 kcal per mole. The value obtained for the HOMO energy (spin up / spin down) is -13.45 / -13.45 eV. The calculation puts the largest force on an atom at 2.1 eV/A. The value obtained for the HOMO-LUMO gap (spin up / spin down) is 6.19 / 6.17 eV.

Geometry as ORCA input:
```
! RIJCOSX wB97M-V def2-TZVPD def2/J DEFGRID3
* xyz 2 1
Sb 1.448 2.498 -0.627
Ge 1.571 -1.740 -0.739
Ni 0.775 0.250 0.320
F 5.249 6.794 1.643
F 3.177 1.674 -6.505
F -4.075 5.271 -0.270
N -2.212 -0.948 2.948
N -2.235 -0.525 0.735
N -0.182 -0.567 1.836
C 4.982 4.697 0.659
C 3.071 6.096 1.187
C 1.583 -2.091 -2.617
C 4.432 5.862 1.161
C 0.258 -2.311 3.578
C 2.239 0.654 2.403
C -0.429 3.453 -0.566
C 1.777 -2.705 -5.319
C -2.614 3.601 0.455
C -2.885 4.683 -0.364
C 1.027 -2.770 4.640
C -5.736 -0.679 4.030
C -0.726 4.565 -1.359
C -1.498 -0.719 1.836
C -4.384 -0.441 3.864
C -0.287 0.199 -2.329
C 1.239 -3.258 0.373
C 4.128 3.721 0.168
C 0.509 -2.704 -3.273
C -4.201 -2.312 2.330
C -2.632 0.197 -2.789
C 3.678 1.560 -4.228
C -6.337 -1.716 3.331
C 1.605 2.538 -5.009
C -3.625 -1.239 3.015
C 0.983 -5.635 1.785
C 2.545 -0.953 4.314
C -4.357 -0.216 -0.999
C -0.529 -0.136 -0.987
C -1.315 0.349 -3.228
C 1.784 -0.500 3.247
C 2.748 3.939 0.174
C -5.574 -2.515 2.497
C 2.745 -1.779 -3.321
C 2.160 -2.076 5.032
C 2.841 -2.091 -4.674
C 0.610 -3.013 -4.619
C -1.375 2.986 0.348
C 0.061 -4.005 0.272
C -2.922 -0.100 -1.471
C 2.049 2.374 -2.644
C -3.409 -3.283 1.487
C 1.215 2.757 -3.694
C 2.148 -4.887 1.897
C 3.280 1.779 -2.916
C 2.216 5.117 0.697
C 2.821 1.927 -5.246
C 0.600 -1.141 2.909
C 2.277 -3.691 1.199
C -0.064 -5.194 0.977
C -1.856 -0.273 -0.571
C -1.966 5.181 -1.266
H -3.416 -3.014 0.423
H -1.152 2.147 0.994
H 3.459 -0.428 4.580
H 2.212 0.327 1.362
H -3.232 -0.551 0.897
H 0.983 2.833 -5.846
H 3.580 -1.303 -2.817
H 3.278 0.924 2.578
H -1.726 -0.824 3.820
H 3.944 1.475 -2.113
H -7.396 -1.914 3.451
H 1.856 -2.953 -6.371
H -5.039 -0.054 -1.831
H -0.747 -3.672 -0.375
H -2.224 6.041 -1.874
H 0.251 3.212 -3.498
H -2.368 -3.347 1.803
H 1.145 5.287 0.716
H -6.042 -3.348 1.978
H 3.748 -1.859 -5.221
H -3.846 -4.280 1.568
H -4.597 0.537 -0.237
H -0.406 -2.938 -2.735
H 2.961 -5.237 2.523
H 0.007 4.961 -2.055
H 3.193 -3.114 1.284
H 2.758 -2.422 5.868
H 1.622 1.543 2.539
H -1.094 0.571 -4.269
H 4.633 1.110 -4.468
H 0.724 0.302 -2.687
H 2.983 -1.192 -0.393
H 0.890 -6.573 2.321
H -6.317 -0.055 4.696
H -3.455 0.313 -3.489
H 6.058 4.568 0.658
H -3.900 0.373 4.395
H -0.599 -2.892 3.258
H -3.361 3.271 1.168
H 4.553 2.805 -0.227
H 2.696 7.031 1.586
H -0.216 -3.496 -5.128
H 0.740 -3.680 5.152
H -4.583 -1.207 -0.587
H -0.966 -5.789 0.887
*
```

Results of the Mulliken charge analysis, in e, for atoms 1 through 8:
1. Sb 1.43
2. Ge 0.63
3. Ni -1.36
4. F -0.30
5. F -0.35
6. F -0.32
7. N 0.48
8. N 0.85